Record 1
C13H15N3O3 | wB97M-V/def2-TZVPD

ORCA input file:
```
! wB97M-V def2-TZVPD RIJCOSX def2/J DEFGRID3
* xyz 0 1
O -0.9077 -0.1992 2.0931
C -0.1852 0.7708 2.2014
N -0.5751 1.8528 2.9010
C 0.1830 3.0503 3.1833
C 1.2412 3.2632 2.1107
C 2.0655 1.9905 1.9876
C 1.1856 0.8369 1.5173
C 1.8435 -0.5039 1.7961
O 2.6092 -0.7131 2.7102
N 1.4751 -1.5020 0.9449
N 0.6796 -1.3033 -0.1099
C 0.2602 -2.2960 -0.7843
C -0.5888 -2.1171 -1.9433
C -0.9699 -3.2248 -2.7035
C -1.7809 -3.0595 -3.8087
C -2.2235 -1.7995 -4.1723
C -1.8516 -0.6892 -3.4192
O -2.2631 0.5671 -3.7395
C -1.0363 -0.8500 -2.3087
H -1.4667 1.7511 3.3660
H -0.5095 3.8969 3.2197
H 0.6672 2.9633 4.1659
H 1.8731 4.1086 2.3837
H 0.7593 3.4859 1.1567
H 2.8856 2.1285 1.2809
H 2.4995 1.7302 2.9553
H 0.9812 0.8950 0.4442
H 1.7783 -2.4499 1.1871
H 0.5248 -3.3266 -0.5170
H -0.6289 -4.2108 -2.4248
H -2.0754 -3.9164 -4.3962
H -2.8604 -1.6744 -5.0384
H -2.8306 0.5376 -4.5193
H -0.7585 0.0071 -1.7198
*
```

Electronic energy in eV: -24337.4387
Structure (SMILES): O=C1NCCC[C@H]1C(=O)N/N=C/c1cccc(O)c1
Kohn-Sham gap in eV: 8.81

The computed natural (NBO) charges, all in e, follow: number 1, O, carries -0.62; number 2, C, carries 0.69; number 3, N, carries -0.61; number 4, C, carries -0.21; number 5, C, carries -0.40; number 6, C, carries -0.40; number 7, C, carries -0.43; number 8, C, carries 0.70; number 9, O, carries -0.60; number 10, N, carries -0.42; number 11, N, carries -0.20; number 12, C, carries 0.04; number 13, C, carries -0.06; number 14, C, carries -0.22; number 15, C, carries -0.19; number 16, C, carries -0.32; number 17, C, carries 0.39; number 18, O, carries -0.68; number 19, C, carries -0.27; number 20, H, carries 0.41; number 21, H, carries 0.20; number 22, H, carries 0.18; number 23, H, carries 0.22; number 24, H, carries 0.20; number 25, H, carries 0.22; number 26, H, carries 0.23; number 27, H, carries 0.27; number 28, H, carries 0.38; number 29, H, carries 0.16; number 30, H, carries 0.21; number 31, H, carries 0.22; number 32, H, carries 0.21; number 33, H, carries 0.48; number 34, H, carries 0.23

Record 2
C13H15N4Rh | wB97M-V/def2-TZVPD

ORCA input file:
```
! wB97M-V def2-TZVPD RIJCOSX def2/J DEFGRID3
* xyz 2 5
C -0.0049 0.3806 -4.1348
C -0.6918 -0.7932 -4.0576
H 1.0303 0.3099 -3.8008
H -0.4724 1.3624 -4.1775
H -1.7713 -0.8375 -3.9607
H -0.0938 -1.6111 -3.6566
Rh -0.9735 0.5316 0.7555
C -1.6786 2.3616 0.8391
C -2.1262 1.6872 -0.3694
C -2.7758 0.3485 1.4889
C -2.1159 1.5813 1.9963
H -1.9262 1.8934 -1.4429
H -3.1849 -0.1710 -0.7465
H -3.3100 -0.4283 2.1024
C -2.8281 0.5037 0.0377
H -1.9539 1.8243 3.1187
H -1.1676 3.3167 0.7920
N 1.6558 -2.6973 1.4100
C 0.5099 -3.5033 1.3128
C -0.4848 -2.7728 0.7072
N -0.0079 -1.4875 0.5432
C 1.3115 -1.4581 0.8826
C 2.0239 -0.1454 0.7751
N 1.2993 0.9190 0.3512
C 2.0974 2.0515 0.3226
C 3.2901 1.7117 0.9142
N 3.2556 0.3350 1.1880
H 2.5296 -2.9112 1.9288
H 0.4156 -4.4957 1.6923
H -1.4980 -2.9536 0.3855
H 1.6492 2.9510 -0.1144
H 4.0701 2.3947 1.1734
H 3.9275 -0.1981 1.7438
*
```

Electronic energy in eV: -22668.7255
Kohn-Sham gap (alpha / beta) in eV: 5.23 / 3.40

The computed natural (NBO) charges, all in e, follow: number 1, C, carries -0.38; number 2, C, carries -0.39; number 3, H, carries 0.18; number 4, H, carries 0.20; number 5, H, carries 0.20; number 6, H, carries 0.19; number 7, Rh, carries 1.02; number 8, C, carries -0.34; number 9, C, carries -0.29; number 10, C, carries -0.35; number 11, C, carries -0.29; number 12, H, carries 0.29; number 13, H, carries 0.27; number 14, H, carries 0.29; number 15, C, carries -0.29; number 16, H, carries 0.30; number 17, H, carries 0.27; number 18, N, carries -0.49; number 19, C, carries 0.11; number 20, C, carries 0.02; number 21, N, carries -0.45; number 22, C, carries 0.35; number 23, C, carries 0.36; number 24, N, carries -0.45; number 25, C, carries 0.01; number 26, C, carries 0.11; number 27, N, carries -0.49; number 28, H, carries 0.47; number 29, H, carries 0.28; number 30, H, carries 0.28; number 31, H, carries 0.28; number 32, H, carries 0.28; number 33, H, carries 0.46

Record 3
C13H15NO4 | wB97M-V/def2-TZVPD

ORCA input file:
```
! wB97M-V def2-TZVPD RIJCOSX def2/J DEFGRID3
* xyz 0 1
C -2.1312 0.4734 3.8726
C -1.8520 0.4597 2.5340
C -0.4944 0.0923 2.0246
O 0.2863 1.0241 2.2475
N -0.3962 -0.6910 0.8338
C -1.3190 -1.7195 0.5800
O -1.9877 -2.2290 1.4173
C -0.8133 -2.4698 -0.5176
C 0.3360 -1.8379 -0.9733
C 0.7233 -0.6780 -0.2181
C 2.0801 -0.7044 0.4682
C 2.7725 0.5944 -0.0206
C 2.2638 0.8167 -1.4121
C 0.7963 0.4878 -1.2286
O 0.2312 0.2852 -2.5134
C -1.2043 0.4768 -2.4506
C -1.2288 1.6842 -1.5856
O -0.0262 1.5841 -0.9144
H -1.4097 -0.0331 4.5234
H -3.0849 0.7780 4.3098
H -2.4833 0.8764 1.7885
H -1.2615 -3.3181 -1.0493
H 0.7468 -2.2373 -1.9209
H 2.5792 -1.5336 0.1610
H 1.9740 -0.8323 1.5321
H 2.4780 1.3877 0.7578
H 3.8904 0.4723 0.0191
H 2.4359 1.8852 -1.5504
H 2.6945 0.1749 -2.1896
H -1.6994 -0.2765 -2.0330
H -1.5554 0.7248 -3.4775
H -2.0468 1.7050 -0.8646
H -1.2944 2.5773 -2.1501
*
```

Electronic energy in eV: -23400.5645
Structure (SMILES): C=CC(=O)N1C(=O)C=C[C@]12CCCC21OCCO1
Kohn-Sham gap in eV: 9.35

The computed natural (NBO) charges, all in e, follow: number 1, C, carries -0.36; number 2, C, carries -0.25; number 3, C, carries 0.65; number 4, O, carries -0.54; number 5, N, carries -0.47; number 6, C, carries 0.62; number 7, O, carries -0.54; number 8, C, carries -0.31; number 9, C, carries -0.09; number 10, C, carries 0.01; number 11, C, carries -0.40; number 12, C, carries -0.40; number 13, C, carries -0.46; number 14, C, carries 0.57; number 15, O, carries -0.53; number 16, C, carries -0.10; number 17, C, carries -0.08; number 18, O, carries -0.54; number 19, H, carries 0.20; number 20, H, carries 0.21; number 21, H, carries 0.22; number 22, H, carries 0.24; number 23, H, carries 0.24; number 24, H, carries 0.20; number 25, H, carries 0.24; number 26, H, carries 0.24; number 27, H, carries 0.22; number 28, H, carries 0.25; number 29, H, carries 0.23; number 30, H, carries 0.17; number 31, H, carries 0.20; number 32, H, carries 0.17; number 33, H, carries 0.18